{"formula": "C5H6O", "method": "ωB97M-V with the def2-TZVPD basis set", "lumo_ev": 0.18, "symbols": ["C", "C", "C", "O", "C", "C", "H", "H", "H", "H", "H", "H"], "coordinates": [[0.80, -0.72, -1.72], [-0.09, -0.65, -0.76], [-1.37, -0.51, -0.41], [-1.56, 0.07, 0.78], [-0.25, 0.18, 1.38], [0.60, 1.21, 1.20], [1.70, -1.31, -1.63], [0.73, -0.12, -2.62], [-2.22, -1.06, -0.80], [-0.40, -0.17, 2.39], [0.83, 1.55, 0.20], [1.24, 1.53, 2.00]], "lowdin_charge": [0.0039, -0.1351, -0.1499, -0.0667, -0.1928, 0.0585, 0.0527, 0.0599, 0.1270, 0.1157, 0.0651, 0.0617]}

***

{"formula": "C6H8N", "method": "ωB97M-V with the def2-TZVPD basis set", "lumo_ev": [-4.74, -4.90], "total_charge": 1, "symbols": ["C", "C", "C", "C", "C", "C", "N", "H", "H", "H", "H", "H", "H", "H", "H"], "coordinates": [[1.48, 0.68, -0.70], [2.52, -0.32, -0.35], [0.73, 0.33, 0.38], [1.76, -0.79, 0.63], [-0.60, 0.88, 0.86], [-1.22, 0.34, -0.32], [-1.95, -0.77, -0.38], [1.23, 1.23, -1.67], [3.52, -0.51, -0.68], [-1.04, 0.59, 1.83], [-0.65, 2.02, 0.71], [-0.95, 0.75, -1.30], [-2.19, -1.31, -1.27], [-2.17, -1.26, 0.45], [1.60, -1.65, 1.42]], "lowdin_charge": [0.0260, -0.0310, -0.1994, 0.0186, -0.0699, -0.1204, 0.1849, 0.1548, 0.1152, 0.1452, 0.1687, 0.1427, 0.1874, 0.1195, 0.1578]}

***

{"formula": "C4H4OS3", "method": "ωB97M-V with the def2-TZVPD basis set", "lumo_ev": -1.75, "symbols": ["O", "C", "C", "S", "S", "C", "C", "S", "H", "H", "H", "H"], "coordinates": [[-0.86, -1.08, 0.51], [-1.07, -0.03, -0.12], [-2.43, 0.41, -0.59], [-3.60, -0.69, -0.51], [0.03, 1.32, -0.37], [1.30, 0.38, 0.64], [1.79, -0.66, -0.22], [3.37, -0.62, -0.72], [-2.77, 1.61, -0.52], [0.83, -0.12, 1.42], [2.21, 1.06, 0.79], [1.20, -1.58, -0.30]], "lowdin_charge": [-0.0380, -0.8279, -0.6776, 0.7795, 0.9988, -0.5195, -0.7229, 0.6757, 0.1216, 0.0617, 0.0866, 0.0620]}

***

{"formula": "C4H6N4", "method": "ωB97M-V with the def2-TZVPD basis set", "lumo_ev": 0.62, "symbols": ["H", "N", "N", "C", "C", "N", "C", "C", "N", "H", "H", "H", "H", "H"], "coordinates": [[-3.58, -0.41, -1.03], [-2.90, 0.29, -0.55], [-1.85, -0.31, -0.30], [-1.12, 0.41, 0.78], [0.24, 0.20, 0.36], [0.96, 1.24, 0.04], [2.13, 0.71, -0.35], [2.07, -0.64, -0.50], [0.82, -0.95, 0.08], [-1.28, -0.18, 1.68], [-1.64, 1.38, 0.98], [2.90, 1.40, -0.50], [2.86, -1.31, -0.52], [0.38, -1.82, -0.20]], "lowdin_charge": [0.0893, 0.0404, -0.0729, -0.1460, -0.4427, 0.1142, -0.1677, -0.0680, 0.0978, 0.1182, 0.1263, 0.0813, 0.0754, 0.1545]}

***

{"formula": "C4H6NS", "method": "ωB97M-V with the def2-TZVPD basis set", "lumo_ev": -5.42, "total_charge": 1, "symbols": ["C", "C", "C", "C", "N", "S", "H", "H", "H", "H", "H", "H"], "coordinates": [[-0.18, 0.46, 0.00], [-1.34, 1.37, 0.02], [-1.51, -0.14, -0.02], [2.14, -1.33, 0.01], [1.04, 0.32, 0.00], [2.67, 0.38, -0.01], [-1.53, 1.92, 0.93], [-1.55, 1.93, -0.89], [-1.83, -0.59, -0.95], [-1.86, -0.68, 0.85], [2.01, -1.82, 0.96], [1.94, -1.82, -0.92]], "lowdin_charge": [-0.2565, -0.0042, -0.0159, -0.1164, -0.2557, 1.0036, 0.1294, 0.1295, 0.1286, 0.1283, 0.0647, 0.0645]}

***

{"formula": "C30H33FGeN4Tc", "method": "ωB97M-V with the def2-TZVPD basis set", "lumo_ev": -10.17, "total_charge": 3, "symbols": ["Tc", "C", "C", "N", "C", "C", "C", "C", "C", "C", "C", "N", "C", "C", "N", "N", "H", "H", "H", "H", "H", "H", "H", "H", "H", "H", "H", "H", "H", "H", "H", "H", "H", "H", "F", "C", "Ge", "C", "C", "C", "C", "C", "C", "C", "C", "C", "C", "C", "C", "C", "C", "C", "C", "C", "C", "H", "H", "H", "H", "H", "H", "H", "H", "H", "H", "H", "H", "H", "H", "H"], "coordinates": [[0.82, -1.58, 0.68], [0.30, -4.37, 1.99], [-0.02, -4.47, 0.52], [-0.54, -3.17, 0.05], [-0.94, -3.20, -1.41], [0.19, -2.56, -2.15], [0.30, -2.58, -3.53], [1.43, -2.18, -4.13], [2.42, -1.61, -3.35], [2.24, -1.55, -1.95], [3.29, -1.05, -1.03], [2.89, -1.41, 0.33], [3.19, -2.83, 0.78], [2.56, -3.17, 2.16], [1.02, -3.11, 2.22], [1.11, -2.02, -1.39], [0.87, -5.23, 2.34], [-0.60, -4.34, 2.64], [-0.70, -5.34, 0.38], [0.94, -4.72, 0.02], [-1.32, -2.97, 0.66], [-1.88, -2.65, -1.58], [-1.06, -4.21, -1.75], [-0.56, -2.94, -4.10], [1.56, -2.21, -5.19], [3.40, -1.31, -3.79], [3.29, 0.05, -1.12], [4.29, -1.38, -1.27], [3.18, -0.74, 1.04], [4.29, -2.95, 0.87], [2.93, -3.50, -0.07], [3.02, -2.49, 2.89], [2.89, -4.17, 2.50], [0.76, -2.72, 3.11], [1.63, -0.56, 2.11], [-0.33, -0.39, 0.63], [-1.39, 2.67, 0.31], [-0.35, 2.45, -1.28], [0.69, 3.36, -1.55], [1.43, 3.19, -2.75], [1.15, 2.10, -3.61], [0.06, 1.25, -3.40], [-0.66, 1.45, -2.22], [-0.59, 3.76, 1.66], [0.83, 3.91, 1.79], [1.41, 4.44, 2.97], [0.60, 4.76, 4.05], [-0.80, 4.66, 3.95], [-1.40, 4.26, 2.76], [-3.15, 2.08, 0.36], [-3.91, 1.73, -0.81], [-5.25, 1.52, -0.67], [-5.86, 1.47, 0.61], [-5.12, 1.83, 1.74], [-3.76, 2.12, 1.60], [0.78, 4.23, -0.94], [2.26, 3.85, -2.98], [1.77, 1.99, -4.46], [-0.19, 0.48, -4.10], [-1.53, 0.90, -2.05], [1.46, 3.49, 0.98], [2.47, 4.56, 3.09], [1.13, 5.06, 4.93], [-1.45, 4.98, 4.76], [-2.50, 4.34, 2.65], [-3.47, 1.77, -1.83], [-5.85, 1.46, -1.54], [-6.93, 1.26, 0.72], [-5.59, 1.86, 2.71], [-3.16, 2.36, 2.43]], "lowdin_charge": [1.4551, -0.1605, -0.1606, -0.1347, -0.0493, -0.2411, 0.0150, -0.0050, 0.0496, -0.2133, -0.0960, -0.1619, -0.1327, -0.1137, -0.1283, 0.0258, 0.1455, 0.1558, 0.1589, 0.1350, 0.1273, 0.1606, 0.1411, 0.1513, 0.1414, 0.1595, 0.1619, 0.1507, 0.1391, 0.1593, 0.1252, 0.1370, 0.1456, 0.1346, -0.4517, -0.0661, 1.2431, -0.3166, -0.0832, -0.0220, -0.0569, -0.0600, -0.1344, -0.2836, -0.0838, -0.0505, -0.0334, -0.0366, -0.0893, -0.3209, -0.0898, -0.0559, -0.0057, -0.0283, -0.1077, 0.0912, 0.1216, 0.1059, 0.1030, 0.0555, 0.0891, 0.1095, 0.1204, 0.1200, 0.1089, 0.1112, 0.1116, 0.1275, 0.1157, 0.0635]}